*a*
{
  "formula": "C4H10OS2",
  "method": "the ωB97M-V functional and the def2-TZVPD basis",
  "elements": ["S", "S", "C", "C", "C", "C", "H", "H", "H", "H", "H", "H", "H", "H", "O", "H", "H"],
  "coordinates": [[3.19566, 0.82808, 0.00572], [2.40754, -0.55790, 1.27709], [1.77897, 1.92733, -0.33752], [0.96179, -1.18005, 0.33160], [0.63353, 1.05113, -0.92474], [0.00000, 0.00000, 0.00000], [1.35453, 2.41855, 0.55914], [2.08166, 2.72270, -1.04548], [0.43849, -1.94199, 0.94074], [1.27677, -1.66292, -0.61343], [1.04828, 0.63633, -1.86356], [-0.21392, 1.71064, -1.19365], [-0.89152, -0.41153, -0.51116], [-0.33259, 0.42571, 0.96623], [-0.74582, -3.11425, 4.01376], [-1.42835, -2.74054, 3.41147], [-0.33688, -2.32885, 4.44291]],
  "gap_ev": 8.96,
  "smiles": "C1CCSSC1.O",
  "total_charge": 0,
  "homo_ha": -0.310,
  "multiplicity": 1
}

*b*
{
  "formula": "C4H10OS2",
  "method": "the ωB97M-V functional and the def2-TZVPD basis",
  "elements": ["C", "C", "O", "C", "S", "S", "C", "H", "H", "H", "H", "H", "H", "H", "H", "H", "H"],
  "coordinates": [[-1.59835, -0.61219, 0.15146], [-1.56084, -1.98757, 0.96064], [-1.32927, -1.60800, 2.26872], [-0.32830, 0.20277, 0.23914], [1.13238, -0.62077, -0.66246], [1.86956, 0.65170, -2.15107], [2.49007, 2.19442, -1.46004], [-1.86627, -0.84044, -0.99447], [-2.47749, 0.02992, 0.47642], [-2.58818, -2.37617, 1.18399], [-0.99304, -2.83149, 0.46757], [-0.43088, -1.34387, 2.49225], [0.03793, 0.46931, 1.25494], [-0.45719, 1.23253, -0.22989], [2.20791, 3.00664, -2.02800], [2.31105, 2.24455, -0.40215], [3.58091, 2.18864, -1.56705]],
  "gap_ev": 9.03,
  "smiles": "CSSCCCO",
  "total_charge": 0,
  "homo_ha": -0.309,
  "multiplicity": 1
}

Name the least stable of them. *b*.

*a*
{
  "formula": "C4H11N3",
  "method": "the ωB97M-V functional and the def2-TZVPD basis",
  "elements": ["C", "C", "C", "N", "C", "N", "N", "H", "H", "H", "H", "H", "H", "H", "H", "H", "H", "H"],
  "coordinates": [[0.25030, -2.03918, 0.10993], [0.70931, -1.09171, 1.24856], [-0.10396, 0.21980, 1.22756], [0.41174, 1.24273, 0.31116], [-0.07603, 1.25572, -0.98085], [-1.41399, 1.55102, -1.08556], [0.69795, 0.96505, -1.95897], [1.04831, -2.27160, -0.55367], [-0.60775, -1.67618, -0.41892], [-0.06327, -2.98147, 0.55714], [1.72085, -0.75908, 1.03741], [0.47384, -1.59446, 2.17570], [-1.14871, 0.01381, 1.07172], [-0.08992, 0.67801, 2.22591], [1.41548, 1.30051, 0.32256], [-1.80995, 2.19364, -0.41568], [-1.67879, 1.79979, -2.02573], [0.26459, 1.19360, -2.84826]],
  "gap_ev": 9.96,
  "smiles": "[H]/N=C(\\N)NCCC",
  "total_charge": 0,
  "homo_ha": -0.329,
  "multiplicity": 1
}

*b*
{
  "formula": "C4H11N3",
  "method": "the ωB97M-V functional and the def2-TZVPD basis",
  "elements": ["C", "C", "C", "N", "C", "N", "N", "H", "H", "H", "H", "H", "H", "H", "H", "H", "H", "H"],
  "coordinates": [[1.89816, -0.27677, -0.63820], [1.48130, -0.36106, 0.81011], [0.01067, -0.12388, 0.93732], [-2.76168, 0.12069, 0.20185], [-1.94081, 1.15230, 0.07980], [-0.65955, 1.06386, 0.38954], [1.45193, -1.38322, -1.60198], [1.49588, 0.73973, -1.00748], [3.03400, -0.08367, -0.90553], [2.21396, 0.24327, 1.44232], [1.78546, -1.31926, 1.14776], [-0.50572, -1.06357, 0.47894], [-0.27214, -0.27484, 2.02092], [-2.50533, -0.45455, 1.01156], [-2.27289, 2.21111, -0.11104], [-0.10240, 1.75330, -0.05546], [0.47554, -1.39439, -1.49663], [1.74276, -1.31002, -2.58541]],
  "gap_ev": 9.41,
  "smiles": "[H]/N=C\\NCCCN",
  "total_charge": 0,
  "homo_ha": -0.314,
  "multiplicity": 1
}

*c*
{
  "formula": "C4H11N3",
  "method": "the ωB97M-V functional and the def2-TZVPD basis",
  "elements": ["C", "C", "C", "N", "C", "N", "N", "H", "H", "H", "H", "H", "H", "H", "H", "H", "H", "H"],
  "coordinates": [[0.81577, 1.16113, 1.05494], [-0.62083, 0.70341, 0.96002], [-1.15261, 0.30236, -0.45795], [-0.59116, -2.50963, -0.59932], [0.30913, -1.55867, -1.06744], [-0.12881, -0.33447, -1.34558], [1.16669, 2.22991, -0.00105], [1.15461, 1.59560, 1.99218], [1.41027, 0.32906, 0.67722], [-1.31844, 1.50730, 1.36353], [-0.59685, -0.26346, 1.47774], [-1.90022, -0.53283, -0.20410], [-1.43087, 1.27888, -0.87262], [-0.33770, -3.42367, -0.88743], [-0.98544, -2.45509, 0.24367], [1.23822, -1.93430, -1.43522], [2.13698, 1.92643, -0.01595], [0.83126, 1.97803, -0.88265]],
  "gap_ev": 9.60,
  "smiles": "N/C=N\\CCCN",
  "total_charge": 0,
  "homo_ha": -0.323,
  "multiplicity": 1
}

Name the least stable of them. *c*.

*a*
{
  "formula": "C3H12N2O2",
  "method": "the ωB97M-V functional and the def2-TZVPD basis",
  "elements": ["N", "C", "O", "H", "H", "H", "H", "H", "C", "O", "C", "N", "H", "H", "H", "H", "H", "H", "H"],
  "coordinates": [[-2.39642, 1.90668, 1.01137], [-1.14412, 2.64170, 0.91888], [-0.31725, 2.41239, -0.22856], [-3.02425, 2.14451, 0.24582], [-2.23633, 0.90458, 1.08850], [-1.35479, 3.72417, 1.03195], [-0.52317, 2.27688, 1.79351], [-0.81635, 2.74131, -1.01478], [1.29354, -2.51106, -0.19856], [0.61943, -3.66248, -0.86353], [0.74833, -1.23817, -0.83052], [1.46329, -0.08545, -0.27131], [1.22382, -2.52843, 0.97451], [2.37575, -2.57769, -0.43857], [1.04673, -4.45355, -0.54436], [1.00194, -1.33822, -1.87011], [-0.35525, -1.22528, -0.74464], [1.20650, 0.10411, 0.70102], [1.18860, 0.76401, -0.76062]],
  "gap_ev": 9.91,
  "smiles": "NCCO.NCO",
  "total_charge": 0,
  "homo_ha": -0.338,
  "multiplicity": 1
}

*b*
{
  "formula": "C3H12N2O2",
  "method": "the ωB97M-V functional and the def2-TZVPD basis",
  "elements": ["N", "C", "C", "O", "C", "N", "H", "H", "H", "H", "H", "H", "H", "H", "H", "H", "H", "H", "O"],
  "coordinates": [[-0.25676, 1.74749, 1.63735], [-0.09520, 0.75478, 0.57677], [-0.52188, 1.16350, -0.82851], [0.53496, 1.13936, -1.75291], [-0.67430, -0.58729, 1.02579], [0.05896, -1.68848, 0.39500], [-1.11424, 2.25144, 1.55502], [0.47249, 2.44251, 1.67142], [0.96172, 0.58657, 0.48790], [-0.90420, 2.17718, -0.81397], [-1.36259, 0.57076, -1.18876], [0.65363, 0.24347, -2.08895], [-1.72439, -0.69489, 0.74336], [-0.59693, -0.64801, 2.11159], [1.04260, -1.73510, 0.62197], [-0.35192, -2.57495, 0.64719], [0.62872, -1.71424, -1.14347], [2.08306, -1.64748, -1.70169], [1.16628, -1.78663, -1.95511]],
  "gap_ev": 10.16,
  "smiles": "NC[C@H](N)CO.O",
  "total_charge": 0,
  "homo_ha": -0.342,
  "multiplicity": 1
}

Name the least stable of them. *a*.

*a*
{
  "formula": "C3H12N2O2",
  "method": "the ωB97M-V functional and the def2-TZVPD basis",
  "elements": ["C", "C", "C", "N", "N", "H", "H", "H", "H", "H", "H", "H", "H", "H", "H", "O", "H", "H", "O"],
  "coordinates": [[-2.12940, 1.68998, 0.72483], [-1.31343, 0.68767, -0.10399], [-0.05700, 1.02288, -0.52475], [0.84775, 0.22305, -1.43076], [-1.84539, -0.57646, -0.21002], [-2.17535, 1.08753, 1.71887], [-3.11172, 2.08478, 0.44780], [-1.55777, 2.64339, 0.66333], [0.19550, 1.94263, -0.15764], [1.82708, 0.38372, -1.07407], [0.85722, 0.77730, -2.32501], [-2.87094, -0.70332, -0.06603], [-1.45112, -1.20858, -0.85769], [4.24709, -1.87834, -0.73663], [3.46009, -1.59506, 0.45345], [3.80505, -1.16040, -0.31381], [0.32325, -1.08540, 0.90126], [0.35466, -2.29532, 1.89319], [0.59442, -2.04007, 0.99766]],
  "gap_ev": 8.63,
  "smiles": "C/C(N)=C/N.O.O",
  "total_charge": 0,
  "homo_ha": -0.286,
  "multiplicity": 1
}

*b*
{
  "formula": "C3H12N2O2",
  "method": "the ωB97M-V functional and the def2-TZVPD basis",
  "elements": ["C", "C", "N", "C", "N", "H", "H", "H", "H", "H", "H", "H", "H", "H", "H", "O", "H", "H", "O"],
  "coordinates": [[0.72837, -1.56828, 2.70234], [-0.05159, -0.51148, 1.90005], [-1.13860, 1.03496, -0.17898], [-0.87059, -0.28820, -0.26113], [-0.61491, -1.10038, 0.68331], [-0.00790, -2.35282, 2.85451], [1.59227, -1.83175, 2.07852], [1.13738, -1.17249, 3.62570], [-0.87822, -0.22002, 2.56979], [0.60195, 0.31671, 1.63253], [-1.12571, 1.47310, 0.71228], [-1.60022, 1.56602, -0.89103], [-0.91444, -0.74184, -1.24800], [0.86016, 4.49995, -5.26267], [0.37924, 5.54632, -4.33581], [0.77895, 4.66769, -4.31455], [0.72172, -2.58594, -0.31343], [-0.17643, -3.62960, -0.83281], [0.57855, -3.10196, -1.12062]],
  "gap_ev": 9.61,
  "smiles": "CC/N=C\\N.O.O",
  "total_charge": 0,
  "homo_ha": -0.325,
  "multiplicity": 1
}

Name the least stable of them. *a*.